--- a ---
The molecule C21H24N2O5. Source: OMol25; level of theory: wB97M-V/def2-TZVPD.

Geometry (Å):
C -7.915 0.663 -0.917
C -6.641 0.555 -1.753
O -5.591 -0.161 -1.133
C -5.063 0.377 0.057
C -4.357 1.727 -0.122
C -3.613 2.166 1.143
N -2.550 1.251 1.496
C -1.342 1.306 0.900
O -0.952 2.234 0.223
C -0.494 0.049 1.127
N 0.803 0.275 0.543
C 1.921 -0.312 1.026
O 1.883 -1.162 1.895
C 3.197 0.137 0.394
C 3.379 1.428 -0.086
C 4.589 1.833 -0.644
C 5.596 0.900 -0.706
C 5.422 -0.397 -0.214
C 4.238 -0.799 0.347
O 6.579 -1.106 -0.394
C 7.488 -0.220 -1.009
O 6.862 1.032 -1.203
C -1.239 -1.100 0.478
C -1.746 -2.143 1.241
C -2.479 -3.153 0.641
C -2.715 -3.124 -0.723
C -2.206 -2.089 -1.489
C -1.471 -1.081 -0.892
H -7.781 1.336 -0.074
H -8.199 -0.318 -0.544
H -8.719 1.049 -1.538
H -6.306 1.557 -2.053
H -6.846 -0.022 -2.659
H -5.842 0.465 0.829
H -4.342 -0.380 0.378
H -3.643 1.643 -0.944
H -5.084 2.500 -0.376
H -4.301 2.240 1.988
H -3.151 3.140 0.966
H -2.814 0.387 1.945
H -0.363 -0.153 2.197
H 0.842 1.033 -0.124
H 2.588 2.158 -0.006
H 4.736 2.835 -1.011
H 4.093 -1.789 0.744
H 8.374 -0.092 -0.366
H 7.802 -0.629 -1.982
H -1.554 -2.171 2.304
H -2.866 -3.963 1.241
H -3.294 -3.907 -1.188
H -2.389 -2.063 -2.552
H -1.078 -0.270 -1.487

lowest unoccupied orbital energy = 0.765 eV
multiplicity = 1
SMILES = CCOCCCNC(=O)[C@H](NC(=O)c1ccc2c(c1)OCO2)c1ccccc1



--- b ---
The molecule C21H24N2O5. Source: OMol25; level of theory: wB97M-V/def2-TZVPD.

Geometry (Å):
C 3.482 1.000 1.876
C 4.184 0.553 0.746
O 3.730 -0.761 0.314
C 2.674 -0.836 -0.309
C 2.667 -0.414 -1.591
C 1.507 -0.825 -2.350
C 0.459 -1.377 -1.646
O -0.907 -1.773 -2.248
C -1.109 -1.467 -3.714
C -1.314 -0.141 -4.345
C 0.359 -1.368 -0.367
N -0.863 -1.972 0.135
C -1.033 -1.878 1.503
O -0.141 -1.586 2.657
C -2.547 -2.358 1.942
C -3.208 -1.022 2.389
O -3.286 -0.184 1.209
C -2.398 0.581 0.817
C -2.247 1.192 -0.686
C -0.977 1.623 -0.878
C -0.196 2.134 0.084
C 1.057 2.992 -0.128
C -0.320 1.658 1.351
C -1.440 1.113 1.756
N -1.745 0.542 3.068
C -2.597 -0.343 3.463
O -3.127 -0.510 4.552
C 1.590 -1.211 0.269
H 3.725 0.383 2.566
H 3.782 2.126 2.052
H 2.392 1.145 1.571
H 4.178 1.217 -0.019
H 5.264 0.561 0.823
H 3.481 -0.283 -2.125
H 1.283 -0.582 -3.301
H -0.107 -1.893 -4.093
H -1.948 -1.997 -3.997
H -2.215 0.248 -3.591
H -0.394 0.377 -4.072
H -1.378 -0.070 -5.289
H -1.615 -1.881 -0.329
H -2.960 -2.740 1.176
H -2.405 -2.996 2.909
H -4.470 -1.357 2.374
H -2.924 0.659 -1.389
H -0.759 2.017 -1.850
H 1.418 3.512 0.614
H 1.811 2.574 -0.716
H 0.712 3.829 -0.870
H 0.368 2.201 2.353
H -1.146 1.082 3.886
H 1.652 -1.491 1.447

lowest unoccupied orbital energy = 0.248 eV
multiplicity = 1
SMILES = CCOc1ccc(OCC)c(NC(=O)C[C@@H]2Oc3ccc(C)cc3NC2=O)c1



Energy comparison, zero being the most stable, in kcal/mol: a 0.0; b 338.0.



--- a ---
The molecule C2H6ClN3. Source: OMol25; level of theory: wB97M-V/def2-TZVPD.

Geometry (Å):
C -1.022 0.735 1.954
N -0.493 0.488 0.635
N -0.125 -0.682 0.412
N 0.477 -0.926 -0.843
C 0.829 0.021 -1.835
Cl 1.289 -2.471 -0.895
H -1.365 -0.262 2.277
H -1.880 1.434 1.858
H -0.313 0.931 2.688
H 0.665 0.905 -1.216
H 1.774 -0.132 -2.221
H 0.165 -0.039 -2.815

lowest unoccupied orbital energy = 0.733 eV
multiplicity = 1
SMILES = C/N=N/N(C)Cl



--- b ---
The molecule C2H6ClN3. Source: OMol25; level of theory: wB97M-V/def2-TZVPD.

Geometry (Å):
H -1.095 -2.966 0.465
N -1.172 -1.977 0.803
N -0.308 -1.311 0.198
C -0.336 0.056 0.471
C 0.886 0.899 0.114
N -1.674 0.484 -0.710
Cl -2.996 -0.447 -0.304
H -0.777 0.320 1.342
H 0.680 1.889 -0.274
H 1.503 0.361 -0.731
H 1.443 0.929 1.093
H -1.290 0.280 -1.559

lowest unoccupied orbital energy = 0.440 eV
multiplicity = 1
SMILES = [H]/N=N/[C@@H](C)NCl



Energy comparison, zero being the most stable, in kcal/mol: a 0.0; b 4.4.



--- a ---
The molecule C2H5FN2S. Source: OMol25; level of theory: wB97M-V/def2-TZVPD.

Geometry (Å):
H -0.938 1.781 -0.026
N 0.005 1.457 -0.029
C -0.027 0.190 0.052
C -1.286 -0.622 0.043
F -2.414 0.271 -0.080
N 1.178 -0.571 0.055
S 2.754 0.126 -0.054
H -1.331 -1.251 -0.882
H -1.401 -1.256 0.949
H 1.151 -1.468 -0.352
H 2.308 1.343 0.324

lowest unoccupied orbital energy = 0.600 eV
multiplicity = 1
SMILES = [H]/N=C(\CF)NS



--- b ---
The molecule C2H5FN2S. Source: OMol25; level of theory: wB97M-V/def2-TZVPD.

Geometry (Å):
N -1.243 1.697 -0.013
N -0.157 0.811 -0.003
C -0.200 -0.503 -0.048
S -1.584 -1.395 -0.026
C 1.193 -1.086 0.038
F 2.152 -0.069 -0.040
H -1.818 1.286 -0.745
H -1.750 1.491 0.850
H 0.739 1.194 -0.187
H 1.249 -1.658 0.973
H 1.418 -1.768 -0.799

lowest unoccupied orbital energy = 0.756 eV
multiplicity = 1
SMILES = NNC(=S)CF



Energy comparison, zero being the most stable, in kcal/mol: a 3.0; b 0.0.